{"formula": "C4H8N4O2", "method": "ωB97M-V/def2-TZVPD", "elements": ["C", "C", "C", "C", "H", "H", "H", "H", "H", "H", "H", "H", "N", "N", "N", "N", "O", "O"], "xyz": [[0.54980, -1.00948, 1.26184], [-0.83749, -0.30234, 1.19192], [-1.07566, 0.54112, 0.19926], [-0.32060, 0.64123, -1.17025], [-0.40117, -1.81745, -1.66520], [-0.88271, -2.59963, -0.29769], [1.89046, -2.01137, -0.00567], [-1.59316, -0.15941, 2.09018], [-2.21796, 0.90893, 0.42182], [0.99344, 2.20710, -1.79332], [-0.08929, 2.61824, 0.81654], [1.12662, 1.35490, 0.64538], [-0.11263, -2.21048, -0.72973], [0.91840, -1.42267, -0.10580], [0.39061, 1.77468, -1.01023], [0.69931, 2.14979, 0.27452], [1.45466, -0.57344, 2.03540], [-0.49263, -0.08972, -2.15897]], "forces_ev_per_angstrom": [[2.590, 4.327, -1.252], [-0.478, -0.501, 2.710], [-3.924, -1.603, -0.221], [-1.820, -0.496, -0.087], [0.738, -0.281, 1.901], [-1.182, -0.506, 2.120], [-2.996, 1.799, -0.493], [2.097, -1.044, -1.624], [3.053, 0.066, -1.548], [-1.392, -1.227, 1.729], [1.592, -1.270, -1.083], [0.614, -0.721, 1.927], [2.544, 0.478, -3.731], [0.452, -3.226, 3.300], [1.312, 1.252, -3.500], [-0.572, 2.842, 0.160], [-3.004, -2.445, -1.723], [0.376, 2.556, 1.416]], "de_lowest_kj_mol": 478.4, "smiles": "NNC(=O)/C=C\\C(=O)NN", "energy_ha": -526.5496, "gap_ev": 9.1040, "lumo_ha": 0.006}

---

{"formula": "C9H14BaF2O7V", "method": "ωB97M-V/def2-TZVPD", "elements": ["Ba", "V", "F", "F", "C", "C", "C", "O", "C", "C", "C", "O", "O", "O", "H", "H", "C", "O", "H", "H", "H", "H", "C", "O", "H", "H", "H", "H", "C", "O", "H", "H", "H", "H"], "xyz": [[2.91877, -1.49591, -2.92635], [-1.65136, -1.22783, 1.97718], [0.84197, -2.00580, 0.51100], [0.04806, -0.75052, 4.38300], [-5.49778, 2.85431, 2.26458], [-5.70127, 3.89352, 1.48600], [-4.56567, 4.58867, 0.70670], [-4.78997, 5.44989, -0.19610], [-3.26961, 4.22394, 0.79610], [-2.98851, 2.99338, 1.57401], [-4.15644, 2.38634, 2.51767], [-3.87872, 1.27162, 2.93488], [-2.04724, 2.21172, 1.42411], [-6.92259, 4.32914, 1.30312], [-6.36314, 2.31667, 2.62305], [-2.53876, 4.78360, 0.23127], [1.43762, 3.24636, -2.43443], [1.57109, 2.10970, -1.61897], [1.98331, 3.09561, -3.36588], [0.39013, 3.30991, -2.72912], [1.84736, 4.17454, -2.03607], [1.12178, 2.32894, -0.79943], [6.76312, -2.80402, 0.51001], [5.35506, -2.90619, 0.49913], [7.18064, -2.59054, -0.47396], [7.09020, -1.97687, 1.14005], [7.15930, -3.73806, 0.90838], [5.16532, -3.17779, 1.40015], [0.60632, -6.24302, -1.75456], [0.95798, -5.42166, -2.87555], [0.71125, -7.31106, -1.94530], [1.20599, -5.99684, -0.87827], [-0.45632, -6.12143, -1.54452], [0.47210, -5.80041, -3.61180]], "forces_ev_per_angstrom": [[-0.746, -0.085, 1.589], [2.355, 1.366, 1.511], [-1.044, 0.461, -0.411], [-1.278, -0.470, -1.755], [2.490, -3.160, 2.956], [-4.882, 5.317, -3.196], [-2.731, 2.395, -2.186], [-0.727, -0.954, 1.472], [2.799, -2.822, 2.274], [-0.758, -0.370, 0.110], [-0.116, -0.327, -3.008], [0.112, -0.786, 1.254], [0.350, 0.714, -0.416], [3.746, -0.984, 0.087], [0.109, -0.087, 0.257], [0.168, -0.230, -0.013], [-0.327, 0.246, -1.356], [0.668, -0.604, 0.311], [0.176, -0.282, -0.017], [-0.048, 0.655, 0.089], [-0.291, -0.085, 0.440], [-0.058, -0.326, 0.357], [0.722, 0.104, 0.340], [-0.300, 0.203, -0.454], [-0.313, -0.304, -0.173], [0.036, 0.017, 0.191], [0.449, 0.071, -0.209], [-0.709, 0.027, 0.013], [-0.595, -0.320, 0.273], [0.319, -0.025, 0.102], [0.431, 0.000, -0.281], [-0.063, 0.249, -0.249], [0.007, 0.277, 0.334], [0.052, 0.120, -0.235]], "total_charge": 1, "s_squared": 6.3487, "multiplicity": 5, "energy_ha": -2046.5189, "gap_ev": [2.5113, 1.5073], "lumo_ha": [-0.246, -0.246]}